This record from the Open Molecules 2025 dataset describes a molecular structure, C10H21HgN2 in a non-equilibrium geometry. The level of theory is wB97M-V/def2-TZVPD.

Last column: Löwdin charge in e.
Cartesian coordinates (Å):
1 H 0.676 -1.908 -1.691  0.1272
2 C 0.574 -1.350 -0.748  -0.1409
3 C 1.061 1.127 -0.539  -0.3867
4 H 0.154 -3.987 -0.727  0.0914
5 H 4.876 0.346 -0.506  0.0906
6 H 1.755 -0.993 1.751  0.0987
7 H -0.486 -1.099 -0.601  0.0625
8 C 0.987 -1.771 1.710  -0.0372
9 C 3.807 0.575 -0.527  -0.1189
10 H -1.577 2.588 2.612  0.0051
11 C 3.350 1.886 -0.368  -0.1134
12 H -4.646 1.146 -1.135  -0.0244
13 H -1.435 0.936 2.700  -0.0107
14 C 0.084 -3.573 0.283  -0.0699
15 H 3.225 -1.490 -0.858  0.0837
16 N -1.061 1.782 2.261  -0.0912
17 H 1.614 3.191 -0.291  0.0604
18 H -4.202 1.918 -2.674  -0.0107
19 H -5.783 2.186 -1.957  -0.3956
20 H -0.949 -3.288 0.511  0.1035
21 C 2.888 -0.458 -0.703  -0.1054
22 N 0.943 -2.358 0.344  -0.2075
23 C 1.974 2.162 -0.393  -0.1836
24 H -6.741 2.364 -2.145  -0.0880
25 C 1.509 -0.183 -0.673  -0.3425
26 H -0.081 1.876 2.523  -0.0059
27 H 0.459 -4.294 1.017  0.0856
28 H 4.064 2.700 -0.251  0.0867
29 C -4.777 2.039 -1.753  -0.3443
30 H -4.394 2.901 -1.203  -0.0197
31 H 1.247 -2.577 2.406  0.0868
32 H 0.005 -1.357 1.967  0.0972
33 H 1.909 -2.662 0.136  0.1363
34 Hg -1.028 1.626 -0.478  0.4809

HOMO-LUMO gap (alpha / beta)   1.61 / 1.59 eV
LUMO (alpha / beta)   1.633 / 1.639 eV
Largest force on an atom   0.1014 Eh/bohr
Charge   -1

=====

This record from the Open Molecules 2025 dataset describes a gas-phase ion, C9H13N2O3 (charge +1) in a non-equilibrium geometry. The level of theory is wB97M-V/def2-TZVPD.

Last column: Löwdin charge in e.
Cartesian coordinates (Å):
1 H -2.860 -0.770 -2.506  0.1208
2 H -2.676 0.895 -1.958  0.0714
3 O -1.311 2.466 -0.885  0.1607
4 C 1.381 -1.642 -0.056  -0.1189
5 C 1.321 -0.161 0.446  0.0058
6 H 2.225 0.938 3.077  0.1288
7 H 1.878 -2.161 0.713  0.1204
8 C -2.641 -0.097 -1.681  0.0476
9 H 0.499 1.318 3.148  0.1560
10 H 0.048 -1.668 -2.309  0.1419
11 H 0.360 -3.254 -0.547  0.1311
12 C -0.646 -1.701 -1.493  -0.0889
13 H 1.897 0.579 -0.054  0.1247
14 H -3.342 -0.175 -0.927  0.0937
15 N -1.264 1.626 -0.033  -0.4132
16 O -1.433 1.660 1.179  0.1381
17 C 1.364 1.124 2.509  -0.1684
18 C 1.878 3.236 1.122  0.1799
19 C -0.705 0.493 -0.510  0.0442
20 H 2.214 4.166 0.720  0.0582
21 H -0.525 -2.262 0.584  0.1289
22 H -1.435 -2.396 -1.630  0.1273
23 C 0.071 -2.259 -0.286  -0.1770
24 H 1.970 -1.748 -0.961  0.1353
25 O 1.217 -0.077 1.765  0.0051
26 N -1.280 -0.396 -1.233  -0.0351
27 C 1.794 2.266 1.806  -0.1185

HOMO-LUMO gap   9.09 eV
LUMO   -4.634 eV
Largest force on an atom   0.1196 Eh/bohr
Charge   +1

=====

This record from the Open Molecules 2025 dataset describes C17H21N3O3 in the gas phase in a non-equilibrium geometry. The level of theory is wB97M-V/def2-TZVPD.

Last column: Löwdin charge in e.
Cartesian coordinates (Å):
1 H 2.461 -3.170 0.645  0.1305
2 H -1.295 0.197 0.827  0.1463
3 O 0.854 -0.692 0.692  0.0871
4 H 5.114 3.600 -0.865  0.1078
5 C 1.083 -2.508 -0.899  -0.0768
6 N -0.958 -1.319 -0.491  0.0879
7 H 4.971 1.052 2.603  0.1247
8 C 2.495 -2.746 -0.362  -0.1000
9 H -5.861 0.225 0.684  0.1066
10 H 3.030 -3.432 -1.028  0.1346
11 C 4.791 1.251 1.558  0.0256
12 C -3.102 -0.957 0.613  -0.1440
13 C 4.864 2.664 -0.385  -0.1208
14 O 3.745 -1.720 1.990  0.1364
15 C 3.989 0.614 -0.614  -0.1316
16 C -4.955 0.824 0.800  -0.2087
17 H -5.231 2.174 -0.827  0.1052
18 H -5.209 1.668 1.445  0.1070
19 C 4.208 0.309 0.734  -0.0526
20 H 0.520 -3.441 -0.848  0.1230
21 C 3.335 -0.567 -1.254  -0.3412
22 H 5.577 3.254 1.547  0.1040
23 N 4.306 1.758 -1.180  0.1510
24 C 0.340 -1.414 -0.137  -0.4598
25 C -2.143 0.716 -1.088  -0.1500
26 H -2.547 0.186 -1.955  0.1171
27 N 3.237 -1.511 -0.245  0.0239
28 C -4.558 1.350 -0.582  -0.2098
29 H -2.765 -1.811 1.206  0.1157
30 C 3.717 -1.066 0.983  -0.3689
31 C 5.123 2.466 0.966  -0.0401
32 H -4.391 -0.589 2.296  0.1072
33 H -3.740 -1.339 -0.185  0.1190
34 C -1.853 -0.296 0.023  -0.3183
35 H 1.147 -2.195 -1.944  0.1137
36 H -4.725 0.575 -1.333  0.1039
37 H -1.189 1.158 -1.389  0.1198
38 O 2.962 -0.723 -2.388  0.1331
39 H -3.059 2.598 -1.471  0.1082
40 C -3.890 -0.009 1.518  -0.1981
41 H -2.791 2.292 0.240  0.1169
42 H -1.314 -1.906 -1.229  0.1486
43 H -3.183 0.651 2.023  0.1088
44 C -3.110 1.831 -0.695  -0.1927

HOMO-LUMO gap   9.28 eV
LUMO   -0.212 eV
Largest force on an atom   0.0210 Eh/bohr

=====

This record from the Open Molecules 2025 dataset describes a molecular structure, C19H16F2GaN5PSe2. The level of theory is wB97M-V/def2-TZVPD.

Last column: Löwdin charge in e.
Cartesian coordinates (Å):
1 H -1.716 0.451 3.040  0.0924
2 H -1.798 -3.289 -2.354  0.1062
3 C 2.610 -2.710 2.206  -0.0640
4 H -5.680 1.884 -0.560  0.1130
5 H 0.562 -2.103 1.825  0.0484
6 H -3.862 0.323 0.028  0.0690
7 H 3.917 -2.987 -4.716  0.1772
8 C 2.090 -2.396 -3.836  -0.0667
9 H 4.843 -3.326 -0.062  0.1325
10 C -3.634 1.351 -0.225  -0.0926
11 N 1.624 -2.397 0.082  0.0590
12 H -5.157 4.218 -1.174  0.1127
13 C -4.655 2.229 -0.562  -0.0589
14 Se -1.634 -1.331 0.575  0.5245
15 C -0.879 1.137 2.991  -0.0953
16 P -0.968 0.715 0.261  0.3253
17 C -1.295 -2.360 -2.634  -0.4304
18 Se 0.575 0.689 -1.317  0.5340
19 H -2.812 5.000 -1.200  0.1127
20 H 1.306 2.490 0.767  0.0694
21 C 3.890 -3.058 0.374  -0.0274
22 F -2.249 -1.397 -2.789  -0.0299
23 N 3.866 -3.025 -2.671  0.1663
24 C -4.359 3.538 -0.908  -0.0578
25 H -0.992 3.458 -0.604  0.1036
26 H -0.883 1.524 5.095  0.1127
27 C -2.319 1.797 -0.234  -0.3958
28 H 1.466 -2.172 -4.684  0.1502
29 H 2.121 3.565 2.826  0.1124
30 N 3.354 -2.814 -3.898  0.0704
31 C -2.019 3.112 -0.586  -0.0900
32 C -0.408 1.739 4.147  -0.0622
33 C 2.865 -2.709 -1.894  -0.2888
34 Ga 0.099 -1.675 -1.321  0.1158
35 F -0.737 -2.561 -3.884  -0.0407
36 N 3.786 -3.045 1.697  0.1239
37 C 0.668 2.614 4.087  -0.0604
38 N 1.749 -2.317 -2.562  0.0662
39 C 1.519 -2.382 1.407  -0.0793
40 H 1.033 3.082 4.991  0.1126
41 C -3.042 3.980 -0.922  -0.0605
42 C 2.814 -2.734 -0.437  -0.1596
43 C -0.267 1.414 1.771  -0.4029
44 H 2.515 -2.696 3.284  0.1245
45 C 0.815 2.288 1.711  -0.1087
46 C 1.279 2.888 2.871  -0.0626

HOMO-LUMO gap   7.87 eV
LUMO   -3.820 eV
Largest force on an atom   0.0058 Eh/bohr
Charge   +1

=====

This record from the Open Molecules 2025 dataset describes 2 unconnected molecules or ions with the total composition CF2IO3S in a non-equilibrium geometry. The level of theory is wB97M-V/def2-TZVPD.

Last column: Löwdin charge in e.
Cartesian coordinates (Å):
1 S -0.002 0.576 -1.052  0.3965
2 O 1.055 -0.119 -1.796  -0.3569
3 F -1.060 0.350 1.274  0.0493
4 C -0.269 -0.399 0.488  -0.4111
5 O 0.292 1.874 -0.581  -0.3041
6 I 2.124 -1.091 3.011  -0.1994
7 O -1.307 0.320 -1.644  -0.3206
8 F -0.832 -1.512 0.300  0.1463

HOMO-LUMO gap (alpha / beta)   8.42 / 5.36 eV
LUMO (alpha / beta)   2.159 / 0.145 eV
Largest force on an atom   0.0825 Eh/bohr
Charge   -1

=====

Energy relative to the best compared isomer or geometry (same formula, charge and spin) values, unit eV, following the record order: 0.133; 7.071; 1.110; 0.142; 1.698.